A.
Entry from the Open Molecules 2025 dataset: CH3Cl2NO2S in the gas phase (wB97M-V/def2-TZVPD).

The geometry in XYZ format:
```
10
CH3Cl2NO2S (wB97M-V/def2-TZVPD)
Cl 2.558 -0.158 0.693
Cl 0.637 -2.054 -0.395
S 0.029 0.799 -0.246
O 0.665 0.997 -1.499
O -0.034 1.838 0.724
N -1.502 0.269 -0.522
C 0.880 -0.634 0.594
H -1.612 -0.444 -1.221
H 0.478 -0.795 1.594
H -2.099 0.182 0.280
```

Calculated values
E_HOMO = -11.02 eV
spin multiplicity = 1
frontier orbital gap = 11.35 eV
SMILES = NS(=O)(=O)C(Cl)Cl

Results of the Mulliken charge analysis, in e, for atoms 1 through 8:
1. Cl -0.109
2. Cl -0.135
3. S 1.057
4. O -0.560
5. O -0.568
6. N -0.477
7. C -0.068
8. H 0.279

---

B.
Entry from the Open Molecules 2025 dataset: CH3Cl2NO2S in the gas phase (wB97M-V/def2-TZVPD).

The geometry in XYZ format:
```
10
CH3Cl2NO2S (wB97M-V/def2-TZVPD)
Cl -0.551 0.639 -2.213
Cl 2.258 0.405 -1.817
S 0.492 0.376 0.440
O 0.252 1.775 0.475
O 1.619 -0.157 1.124
N 0.710 -0.189 -1.386
C -0.998 -0.577 0.796
H -1.856 0.031 0.546
H -0.979 -0.832 1.849
H -0.948 -1.471 0.186
```

Calculated values
E_HOMO = -10.13 eV
spin multiplicity = 1
frontier orbital gap = 10.05 eV
SMILES = CS(=O)(=O)N(Cl)Cl

Results of the Mulliken charge analysis, in e, for atoms 1 through 8:
1. Cl -0.025
2. Cl -0.010
3. S 1.063
4. O -0.502
5. O -0.527
6. N -0.176
7. C -0.880
8. H 0.351

---

Question: of the structures shown, which is the most stable? Reply: A.